Model i:
Formula: C4H6O
Source: the OMol25 dataset
Level of theory: wB97M-V/def2-TZVPD

Each line ends with the Löwdin charge.
Geometry (Å):
C1 1.8545 -1.3245 -0.6314  0.06
C2 1.6189 -0.4557 0.1529  -0.23
C3 1.1499 0.6635 0.9571  -0.11
C4 -2.4685 0.1640 -0.6460  -0.11
O1 -1.6839 1.0666 -0.5104  -0.01
H1 2.1937 -2.1896 -1.2538  0.04
H2 0.2029 1.0642 0.4802  0.07
H3 0.9251 0.1868 1.8972  0.07
H4 -2.2565 -0.8463 -0.3209  0.08
H5 1.8209 1.4980 1.1186  0.07
H6 -3.3570 0.1730 -1.2436  0.07

Results
orbital gap	10.4	eV
LUMO energy	0.024	Eh
net charge	0
molar mass	70.09	g mol⁻¹

Model ii:
Formula: C4H6O
Source: the OMol25 dataset
Level of theory: wB97M-V/def2-TZVPD

Each line ends with the Löwdin charge.
Geometry (Å):
C1 -1.1328 -0.5154 -0.2160  -0.06
C2 0.0136 -0.2610 0.7228  -0.14
C3 1.6433 -0.1077 -0.3779  0.00
O1 0.7663 0.5993 -1.2427  -0.14
C4 -0.3205 0.7203 -0.3765  -0.31
H1 -2.1141 -0.3765 0.2297  0.11
H2 -1.0595 -1.3020 -0.9627  0.12
H3 -0.0482 -0.1139 1.7939  0.13
H4 0.9499 -0.9778 0.3027  0.08
H5 2.0397 0.6200 0.3538  0.06
H6 -0.7377 1.7148 -0.2270  0.15

Results
orbital gap	9.3	eV
LUMO energy	0.038	Eh
net charge	0
molar mass	70.09	g mol⁻¹

So which one is most stable? That would be model i, about 280.9 kJ/mol below the next structure.

Model i:
Formula: C4H6O
Source: the OMol25 dataset
Level of theory: wB97M-V/def2-TZVPD

Each line ends with the Löwdin charge.
Geometry (Å):
O1 1.7195 0.1974 0.0719  -0.14
C1 1.4993 -0.5520 -1.0224  0.10
C2 0.3575 0.2092 0.5545  -0.33
C3 -0.7625 0.9903 -0.0113  -0.10
C4 -0.8764 -0.5179 0.0276  -0.12
H1 2.0166 -1.5156 -0.7786  0.03
H2 0.4748 0.1212 1.6205  0.15
H3 -1.3324 1.5903 0.6876  0.10
H4 -0.6261 1.4171 -1.0001  0.11
H5 -1.4987 -0.9771 0.7946  0.10
H6 -0.8925 -1.0315 -0.9289  0.09

Results
orbital gap	8.4	eV
LUMO energy	0.009	Eh
net charge	0
molar mass	70.09	g mol⁻¹

Model ii:
Formula: C4H6O
Source: the OMol25 dataset
Level of theory: wB97M-V/def2-TZVPD

Each line ends with the Löwdin charge.
Geometry (Å):
C1 0.4417 0.5438 -1.0648  -0.07
C2 0.0334 0.6193 0.4150  -0.21
C3 -1.0220 -0.4249 0.6707  -0.22
O1 -0.4166 -1.3811 -0.2050  -0.14
C4 0.9741 -0.4031 -0.0845  -0.09
H1 1.0020 1.2742 -1.6404  0.11
H2 -0.2833 -0.0774 -1.5806  0.11
H3 0.2363 1.4331 1.0990  0.13
H4 -2.0762 -0.1413 0.5108  0.12
H5 -0.9146 -0.8144 1.6855  0.11
H6 2.0252 -0.6283 0.1943  0.15

Results
orbital gap	10.7	eV
LUMO energy	0.043	Eh
net charge	0
molar mass	70.09	g mol⁻¹

Model iii:
Formula: C4H6O
Source: the OMol25 dataset
Level of theory: wB97M-V/def2-TZVPD

Each line ends with the Löwdin charge.
Geometry (Å):
C1 -0.2540 1.1611 -0.6168  -0.06
C2 0.0763 -0.1519 0.0162  -0.33
C3 -0.6150 -0.4842 1.2894  -0.23
C4 0.9501 -1.0366 -0.4861  0.08
O1 -1.4184 0.2726 1.8200  0.04
H1 -0.3614 -1.4607 1.7354  0.12
H2 0.3369 1.3349 -1.5223  0.08
H3 -1.3119 1.1955 -0.8971  0.09
H4 -0.0495 1.9849 0.0749  0.09
H5 1.4778 -0.8332 -1.4137  0.07
H6 1.1690 -1.9824 0.0002  0.07

Results
orbital gap	10.3	eV
LUMO energy	0.011	Eh
net charge	0
molar mass	70.09	g mol⁻¹

So which one is most stable? That would be model iii, about 294.7 kJ/mol below the next structure.

Model i:
Formula: C5H10O3
Source: the OMol25 dataset
Level of theory: wB97M-V/def2-TZVPD

Each line ends with the Löwdin charge.
Geometry (Å):
C1 0.2392 -0.2777 0.0823  -0.46
C2 0.7794 0.0761 -1.2428  0.01
C3 0.9282 0.3929 1.2660  -0.04
C4 0.0982 -1.7815 0.2757  -0.04
C5 -1.2742 0.3969 -0.1605  -0.53
O1 -1.3207 1.6638 0.3849  0.05
O2 -0.5134 0.9473 -1.8521  -0.06
O3 -2.2533 -0.3142 -0.1386  0.08
H1 -2.2090 1.7946 0.7466  0.12
H2 -0.4107 1.9078 -1.7785  0.09
H3 0.7877 -0.6992 -2.0044  0.12
H4 1.6705 0.7039 -1.2552  0.12
H5 -0.4304 -2.2336 -0.5620  0.09
H6 1.0815 -2.2481 0.3522  0.09
H7 0.3526 0.2160 2.1746  0.09
H8 1.9239 -0.0292 1.4118  0.09
H9 1.0262 1.4671 1.1214  0.08
H10 -0.4757 -1.9829 1.1787  0.09

Results
orbital gap	10.1	eV
LUMO energy	0.026	Eh
net charge	0
molar mass	118.13	g mol⁻¹

Model ii:
Formula: C5H10O3
Source: the OMol25 dataset
Level of theory: wB97M-V/def2-TZVPD

Each line ends with the Löwdin charge.
Geometry (Å):
C1 -0.1687 0.0572 -1.7967  -0.02
C2 1.3003 -1.0099 -0.0592  -0.42
C3 0.5758 0.0776 -0.4915  -0.41
O1 1.8815 -1.0262 1.1413  0.07
O2 1.1629 -2.2206 -0.6452  0.10
O3 1.1498 1.3093 -0.1351  0.00
H1 1.6413 -2.8584 -0.0981  0.12
H2 1.5143 -0.1982 1.6500  0.15
H3 0.4588 1.9774 -0.2114  0.09
H4 0.4498 0.4674 -2.5976  0.09
H5 -0.4561 -0.9585 -2.0561  0.08
H6 -1.0697 0.6645 -1.7163  0.07
C4 -1.0426 0.0478 1.1739  -0.11
C5 -1.7135 1.1992 1.0565  -0.08
H7 -2.6371 1.2619 0.5010  0.05
H8 -1.5018 -0.8797 0.8581  0.08
H9 -0.2098 -0.0357 1.9628  0.09
H10 -1.3353 2.1251 1.4637  0.05

Results
orbital gap	8.0	eV
LUMO energy	0.025	Eh
net charge	0
molar mass	118.13	g mol⁻¹

Model iii:
Formula: C5H10O3
Source: the OMol25 dataset
Level of theory: wB97M-V/def2-TZVPD

Each line ends with the Löwdin charge.
Geometry (Å):
C1 0.1278 -1.0494 -0.0380  -0.01
C2 -1.0858 -0.3249 0.1127  -0.58
C3 -2.2556 -0.6414 -0.7108  -0.02
C4 -0.9403 1.1021 0.5979  0.00
C5 2.1861 -0.0680 0.4422  -0.21
O1 -0.6728 -1.2305 1.1320  0.00
O2 2.1269 1.3394 0.3667  -0.03
O3 3.1369 -0.6255 -0.4544  -0.02
H1 0.4225 -1.9133 -0.5688  0.10
H2 -2.4028 0.0275 -1.6407  0.13
H3 -3.1557 -0.3990 -0.1444  0.08
H4 -2.3969 -1.6689 -0.8840  0.07
H5 -0.4900 1.8212 -0.0899  0.09
H6 -0.4468 1.2184 1.4555  0.04
H7 -1.9245 1.3933 0.8250  0.07
H8 2.3987 -0.3542 1.4244  0.10
H9 2.4413 1.5418 -0.5400  0.10
H10 2.9309 -0.1686 -1.2855  0.09

Results
orbital gap	8.4	eV
LUMO energy	0.017	Eh
net charge	0
molar mass	118.13	g mol⁻¹

So which one is most stable? That would be model i, about 129.1 kJ/mol below the next structure.

Model i:
Formula: C12H15N
Source: the OMol25 dataset
Level of theory: wB97M-V/def2-TZVPD

Each line ends with the Löwdin charge.
Geometry (Å):
C1 -1.5867 -0.5068 -2.5566  -0.10
C2 -0.2613 -1.1029 -2.0483  -0.23
C3 -1.4901 -1.2859 -1.2622  -0.28
C4 -1.1902 -0.7238 0.1680  -0.28
C5 0.6250 -2.1167 0.5668  -0.22
C6 1.3929 -1.0262 1.2479  -0.19
C7 0.9964 0.3318 0.8457  -0.19
C8 1.8107 1.4303 1.0376  -0.06
C9 1.4769 2.7137 0.7293  -0.06
C10 0.1330 2.8526 0.1986  -0.08
C11 -0.6740 1.7784 -0.0349  -0.08
C12 -0.3142 0.4657 0.3260  -0.18
H1 -2.0923 -1.2237 -3.4212  0.16
H2 -1.8322 0.6549 -2.3680  0.13
H3 -0.0610 -1.6948 -2.9010  0.09
H4 0.6051 -0.3695 -1.7228  0.17
H5 -1.8654 -2.3844 -1.1267  0.18
H6 -2.1889 -0.1837 0.5276  0.18
H7 -0.7321 -1.6885 2.0970  0.07
H8 0.2487 -1.9911 -0.7040  0.14
H9 1.1683 -3.1284 0.8628  0.13
H10 2.4965 -1.1319 1.2125  0.11
H11 1.1546 -1.4752 2.4480  0.18
H12 2.7560 1.1645 1.3285  0.08
H13 2.1570 3.5203 0.9800  0.10
H14 -0.1813 3.9079 -0.2097  0.13
H15 -1.7770 1.9117 -0.1644  0.13
N1 -0.7667 -1.8213 1.1219  -0.03

Results
orbital gap	9.3	eV
LUMO energy	0.034	Eh
net charge	0
molar mass	173.26	g mol⁻¹

Model ii:
Formula: C12H15N
Source: the OMol25 dataset
Level of theory: wB97M-V/def2-TZVPD

Each line ends with the Löwdin charge.
Geometry (Å):
C1 0.2402 1.6936 -0.5010  -0.34
C2 -0.5234 0.8928 -1.5637  -0.12
C3 -0.3830 -0.6043 -1.3055  -0.24
C4 1.1510 -0.9653 -1.4576  -0.12
C5 1.9300 -0.1942 -0.3866  -0.14
C6 0.9865 0.7113 0.4269  -0.22
C7 -0.0562 -0.1809 1.0596  -0.15
C8 -0.3067 -0.3471 2.4238  -0.02
C9 -1.3587 -1.1832 2.7915  -0.09
C10 -2.1484 -1.8278 1.8216  -0.09
C11 -1.8341 -1.7277 0.4688  -0.02
C12 -0.8108 -0.8553 0.1103  -0.16
H1 0.6597 3.2111 -1.7838  0.07
H2 1.7374 3.1329 -0.5131  0.10
H3 -0.4363 2.2778 0.1251  0.14
H4 -0.1990 1.1442 -2.5632  0.11
H5 -1.5941 1.1507 -1.5255  0.12
H6 -0.9593 -1.1899 -2.0839  0.16
H7 1.4825 -0.6948 -2.4894  0.12
H8 1.3028 -2.0289 -1.3366  0.10
H9 2.6910 0.4325 -0.8676  0.11
H10 2.4519 -0.8626 0.2956  0.11
H11 1.5496 1.2555 1.1744  0.14
H12 0.2285 0.2555 3.1856  0.12
H13 -1.5504 -1.3567 3.8262  0.09
H14 -3.0117 -2.4197 2.1260  0.10
H15 -2.4360 -2.2840 -0.2429  0.11
N1 1.1970 2.5647 -1.2152  0.03

Results
orbital gap	9.8	eV
LUMO energy	0.035	Eh
net charge	0
molar mass	173.26	g mol⁻¹

So which one is most stable? That would be model ii, about 629.1 kJ/mol below the next structure.